1.
A cluster of 2 separate species, CH7N2S in total in a non-equilibrium geometry, computed with ωB97M-V/def2-TZVPD.

Calculated values
molecular weight	79.15	g mol⁻¹
energy relative to the best compared isomer or geometry (same formula, charge and spin)	0.491	eV
frontier orbital gap	8.87	eV
net charge	+1

Geometry (Å):
C -1.585 0.229 -0.277
N -2.292 -0.688 0.404
N -0.456 0.736 0.123
S 3.290 0.275 -0.004
H -2.095 0.624 -1.240
H -3.084 -1.052 -0.114
H -2.020 -1.299 1.146
H -0.013 0.202 0.855
H 3.449 -0.959 -0.498
H 0.249 1.257 -0.259
H 4.557 0.675 -0.136

Cartesian forces (eV/Å) of the 6 atoms listed first:
-1.678 0.327 -1.257
-0.033 0.814 -2.139
-1.079 -2.985 2.426
-0.442 0.036 0.137
1.045 -0.643 1.813
-0.049 0.170 0.224

Atom charges from the natural (NBO) analysis, given in e for atoms 1 to 8: 0.4095, -0.7147, -0.6837, -0.3449, 0.2540, 0.4327, 0.4359, 0.4113



2.
A cluster of 8 separate species, C5H27NO9 in total in a non-equilibrium geometry, computed with ωB97M-V/def2-TZVPD.

Calculated values
molecular weight	245.27	g mol⁻¹
structure (SMILES)	N[C@@H](CO)CCCO.O.O.O.O.O.O.O
energy relative to the best compared isomer or geometry (same formula, charge and spin)	4.880	eV
frontier orbital gap	9.61	eV
net charge	0

Geometry (Å):
N -0.404 2.398 -0.370
C -0.742 0.983 -0.238
C -2.111 0.809 0.527
O -1.942 1.094 1.933
C -0.854 0.340 -1.652
C -0.722 -1.159 -1.616
C -0.142 -2.003 -0.408
O 1.285 -2.297 -0.461
H -0.405 2.903 0.502
H -1.066 2.712 -1.061
H 0.135 0.464 0.436
H -2.491 -0.219 0.569
H -2.809 1.642 0.144
H -1.015 1.414 2.125
H 0.033 0.887 -2.242
H -1.844 0.465 -2.149
H -0.168 -1.313 -2.563
H -1.674 -1.661 -1.670
H -0.631 -2.999 -0.588
H -0.441 -1.670 0.642
H 1.721 -1.447 -0.352
O 1.274 3.810 2.221
H 1.104 2.971 2.707
H 1.096 3.576 1.345
O 0.727 1.208 2.568
H 1.392 0.808 2.062
H 0.624 0.594 3.324
O -2.209 2.760 -2.822
H -1.962 3.597 -2.588
H -1.633 2.186 -3.321
O 2.546 1.266 -1.787
H 2.779 2.235 -1.369
H 1.634 1.448 -1.662
O 1.425 -1.918 2.914
H 0.884 -2.605 3.248
H 2.293 -2.134 3.333
O -0.790 -3.578 1.906
H 0.077 -3.996 1.922
H -1.362 -4.144 1.375
O 2.071 -3.339 -2.657
H 2.835 -2.908 -2.334
H 1.482 -3.178 -1.891

Cartesian forces (eV/Å) of the 6 atoms listed first:
0.756 -0.968 -0.612
-0.039 -1.222 1.403
0.959 1.484 1.015
1.037 0.607 0.136
1.520 1.510 0.731
1.471 -1.112 0.126

Atom charges from the natural (NBO) analysis, given in e for atoms 1 to 8: -0.8951, -0.0680, -0.0911, -0.7704, -0.4112, -0.4663, -0.0818, -0.7457



3.
A cluster of 2 separate species, CH3NO2S in total in a non-equilibrium geometry, computed with ωB97M-V/def2-TZVPD.

Calculated values
molecular weight	93.11	g mol⁻¹
energy relative to the best compared isomer or geometry (same formula, charge and spin)	6.487	eV
frontier orbital gap (spin up / spin down)	9.44 / 8.62	eV
net charge	0

Geometry (Å):
C -0.692 -0.329 -0.452
N -0.242 -0.433 0.857
O 1.512 1.353 0.075
O 1.931 -1.038 -0.315
S 1.001 0.027 -0.121
H -1.361 -0.909 -0.914
H -1.495 1.594 -0.810
H -0.654 -0.264 1.681

Cartesian forces (eV/Å) of the 6 atoms listed first:
1.909 5.377 1.252
2.205 -1.047 -3.118
-0.765 -0.344 -0.479
0.041 0.022 -0.381
-0.313 -0.591 0.874
-2.138 -2.240 -2.053

For each atom in turn, the natural (NBO) charge in e is: -0.2138, -0.8266, -0.8561, -0.8810, 2.2450, 0.2006, -0.0782, 0.4099